The following is a quantum chemistry calculation of C33H40IN4O2P2STeW as an isolated structure, from OMol25.

Output
Energy above the lowest of the compared OMol25 structures with the same formula, charge and spin ... 104.8 kJ/mol
Spin multiplicity ... 3
Charge ... +3
Orbital gap (alpha / beta) ... 0.207 / 0.215 Ha
Expectation value of S² ... 2.04
Molar mass ... 1057.07 g/mol

Cartesian coordinates (Å):
W  0.472370  0.008960  0.378102
C  -1.930097  1.650474  4.058882
C  -0.435213  1.567326  4.165822
N  0.146316  2.059305  5.274134
C  1.459094  2.227484  5.299182
C  2.355544  1.903901  4.273651
C  3.714099  2.520173  4.208894
O  3.789042  3.235389  2.982838
C  1.834039  1.212366  3.175721
C  2.747482  0.593846  2.272024
N  2.431349  -0.111358  1.226165
C  3.578532  -0.745155  0.522575
C  4.604131  -1.289966  1.257996
C  5.713187  -1.821970  0.639964
C  5.857400  -1.645556  -0.726854
C  4.759904  -1.268272  -1.494440
C  3.581132  -0.877805  -0.837285
I  1.812293  -0.640357  -2.065437
C  0.392856  1.053305  3.131782
O  -0.237676  0.549453  2.015531
H  -2.301653  1.852159  5.047790
H  -2.371691  0.715169  3.635777
H  -2.193061  2.553994  3.529899
H  1.876707  2.742229  6.153011
H  4.554939  1.824776  4.247025
H  3.933019  3.131268  5.096305
H  4.543084  3.848712  3.035017
H  3.830154  0.685134  2.447530
H  4.760238  -1.223838  2.338248
H  6.561010  -2.318405  1.199411
H  6.799815  -1.929260  -1.232363
H  4.815261  -1.172464  -2.574034
C  0.426692  -3.190862  2.336281
P  0.123563  -2.581615  0.677474
C  1.038094  -3.699025  -0.446900
C  -1.646192  -2.921280  0.326134
C  -1.996951  -4.246900  0.373775
C  -3.308576  -4.616757  0.127738
C  -4.181801  -3.641547  -0.343457
C  -3.807399  -2.341212  -0.481880
C  -2.558266  -1.952617  -0.051850
P  -1.954088  -0.294595  -0.430377
C  -2.997263  0.884825  0.334633
C  -2.260753  -0.098242  -2.166065
H  -0.099992  -4.111793  2.472066
H  -0.058098  -2.439650  3.028531
H  1.409549  -3.366529  2.688438
H  1.134493  -4.692113  -0.084400
H  2.060232  -3.395402  -0.575899
H  0.525238  -3.809022  -1.396149
H  -1.354661  -5.006657  0.756780
H  -3.628648  -5.639076  0.355235
H  -5.141642  -3.968748  -0.591697
H  -4.494196  -1.623424  -0.869716
H  -4.054846  0.696704  0.244065
H  -2.721451  1.839142  -0.166211
H  -2.790881  0.991055  1.404381
H  -2.898292  0.757031  -2.367507
H  -2.627518  -1.062545  -2.623717
H  -1.282399  0.075947  -2.726946
N  -0.592440  -4.080269  -5.612385
C  -0.441059  -2.759409  -5.247207
N  -0.185807  -1.822130  -6.211984
S  -0.681390  -2.406618  -3.625287
H  -0.572818  -4.318091  -6.578389
H  -0.503356  -4.823639  -4.928524
H  -0.236338  -2.101932  -7.166305
H  -0.387854  -0.858951  -6.002772
C  -0.109034  2.785567  -2.538546
Te  1.090062  2.614336  -0.802576
C  -0.328569  3.882960  0.097906
C  -1.464553  4.012320  -0.850000
C  -2.635471  4.704208  -0.497643
C  -3.635069  4.902589  -1.473917
C  -3.582416  4.273106  -2.706491
C  -2.490745  3.456584  -2.984218
C  -1.406221  3.371137  -2.120248
H  -0.198985  1.832199  -3.040797
H  0.391422  3.351798  -3.350878
H  0.144855  4.870527  0.252882
H  -0.400645  3.483945  1.120337
H  -2.697464  5.219723  0.448154
H  -4.495648  5.560990  -1.278349
H  -4.401030  4.379486  -3.404097
H  -2.486982  3.033484  -3.984252

Cartesian forces (eV/Å) of the 2 atoms listed first:
-0.7476 -0.8074 -0.7455
0.3841 -0.8923 0.1148



The following is a quantum chemistry calculation of an isolated ion of composition C8H11O2 and charge -1, from OMol25.

Output
Energy above the lowest of the compared OMol25 structures with the same formula, charge and spin ... 180.7 kJ/mol
Spin multiplicity ... 1
Charge ... -1
SMILES string ... CC(=C=O)C1([O-])[C@@H](C)[C@@H]1C
Orbital gap ... 0.251 Ha
Molar mass ... 139.17 g/mol

Cartesian coordinates (Å):
C  1.790890  0.570851  0.381937
C  2.341894  -0.396842  0.978728
C  0.135698  0.748301  0.159371
C  -0.748358  -0.313575  0.780034
C  -0.507799  -0.305948  -0.782141
C  2.516486  1.778845  0.033981
C  -2.089458  -0.115990  1.213050
C  0.135235  -1.565044  -1.405895
O  2.796038  -1.426404  1.428832
O  -0.289970  1.971519  0.138621
H  -0.390336  -1.129754  1.350916
H  -1.424983  0.089015  -1.148578
H  1.689090  2.458869  -0.207250
H  3.249943  1.561450  -0.867924
H  3.147676  2.061673  0.812941
H  -2.587224  0.801200  0.864981
H  -2.103434  -0.105910  2.272809
H  -2.802658  -0.871185  0.879508
H  1.278638  -1.274921  -1.549344
H  -0.315757  -1.826609  -2.382096
H  0.095210  -2.410611  -0.745977

Cartesian forces (eV/Å) of the 2 atoms listed first:
-2.6342 0.4563 -0.2598
0.8842 -4.1398 1.2358